[1]
{"formula": "C4H8O2", "method": "the ωB97M-V functional and the def2-TZVPD basis", "smiles": "C/C=C/O.C=O", "lumo_ha": 0.03374, "orbital_gap_ha": 0.3485, "total_charge": 0, "symbols": ["C", "C", "C", "O", "H", "H", "H", "H", "H", "H", "C", "O", "H", "H"], "xyz": [[1.6380, -1.1410, 0.7081], [0.6979, -0.2554, -0.0692], [0.4253, 0.9452, 0.4441], [0.0422, 2.0548, -0.2149], [2.1772, -1.7935, 0.0188], [2.3868, -0.4954, 1.1777], [1.1863, -1.7541, 1.4939], [0.4812, -0.4774, -1.1153], [0.5446, 1.1313, 1.5100], [0.1219, 1.8635, -1.1598], [-2.4237, -0.0224, -0.6915], [-2.0924, 0.7710, -1.5367], [-2.5662, 0.2587, 0.3696], [-2.6193, -1.0853, -0.9346]]}



[2]
{"formula": "C32H38AsN6OPSW", "method": "the ωB97M-V functional and the def2-TZVPD basis", "lumo_ha": -0.25469, "orbital_gap_ha": 0.2587, "total_charge": 2, "symbols": ["W", "S", "C", "C", "C", "C", "C", "C", "As", "C", "C", "C", "C", "C", "C", "C", "C", "C", "C", "C", "C", "H", "H", "H", "H", "H", "H", "H", "H", "H", "H", "H", "H", "H", "H", "O", "P", "N", "C", "C", "C", "C", "N", "C", "C", "C", "C", "N", "C", "C", "C", "C", "H", "H", "H", "H", "H", "H", "H", "H", "H", "H", "H", "H", "H", "H", "H", "H", "H", "H", "H", "H", "H", "H", "H", "H", "N", "C", "N", "C", "N"], "xyz": [[0.0109, 0.1119, 0.2483], [0.3410, 0.1134, 2.4386], [0.2758, 1.7292, 3.2127], [0.6247, 1.8298, 4.5517], [0.5929, 3.0741, 5.1669], [0.2186, 4.2078, 4.4569], [-0.1357, 4.1052, 3.1192], [-0.1095, 2.8592, 2.5057], [-0.6042, 2.5443, 0.6872], [0.2217, 3.9495, -0.3459], [1.5069, 4.3512, 0.0079], [2.1285, 5.3642, -0.7068], [1.4701, 5.9699, -1.7690], [0.1855, 5.5704, -2.1149], [-0.4444, 4.5593, -1.4033], [-2.5178, 2.6975, 0.5405], [-3.1323, 2.4358, -0.6838], [-4.5124, 2.4994, -0.7847], [-5.2775, 2.8101, 0.3345], [-4.6619, 3.0683, 1.5499], [-3.2780, 3.0134, 1.6591], [0.9199, 0.9487, 5.1070], [0.8652, 3.1598, 6.2102], [0.2015, 5.1716, 4.9468], [-0.4282, 4.9874, 2.5617], [2.0161, 3.8927, 0.8486], [3.1207, 5.6909, -0.4249], [1.9520, 6.7682, -2.3175], [-0.3360, 6.0587, -2.9272], [-1.4571, 4.2745, -1.6587], [-2.5395, 2.1742, -1.5546], [-4.9961, 2.3023, -1.7325], [-6.3554, 2.8440, 0.2545], [-5.2571, 3.3081, 2.4204], [-2.8049, 3.2046, 2.6141], [1.7745, 0.0596, -0.4739], [2.6043, -0.5140, -1.6937], [1.7344, -1.8600, -2.0339], [0.2776, -1.8084, -1.8862], [-0.2888, -2.6717, -3.0362], [0.8858, -2.8187, -4.0076], [2.0901, -2.8484, -3.0752], [2.6142, 0.6684, -2.7915], [2.1895, 2.0704, -2.5340], [2.3938, 2.7502, -3.8852], [2.1906, 1.6193, -4.8917], [2.9230, 0.4618, -4.2251], [4.0783, -0.9636, -1.2685], [4.3268, -2.1409, -0.3880], [5.8518, -2.2983, -0.4059], [6.2910, -1.5944, -1.6890], [5.3595, -0.3925, -1.7465], [-0.0945, -0.7690, -2.0139], [-0.0388, -2.2230, -0.9163], [-1.1709, -2.2225, -3.4866], [-0.5758, -3.6487, -2.6483], [0.9413, -1.9568, -4.6757], [0.8080, -3.7136, -4.6209], [3.0364, -2.5887, -3.5485], [2.2011, -3.8319, -2.6134], [2.7801, 2.5211, -1.7379], [1.1380, 2.0919, -2.2372], [3.4114, 3.1374, -3.9599], [1.7065, 3.5828, -4.0198], [2.5863, 1.8414, -5.8800], [1.1288, 1.3826, -4.9925], [3.9986, 0.5389, -4.4020], [2.5883, -0.5178, -4.5630], [3.8191, -3.0162, -0.7929], [3.9417, -1.9497, 0.6137], [6.1449, -3.3449, -0.3728], [6.2897, -1.8031, 0.4610], [6.1308, -2.2340, -2.5593], [7.3376, -1.2987, -1.6738], [5.2499, 0.0337, -2.7397], [5.6925, 0.3912, -1.0629], [-1.7770, -0.5072, 0.0639], [-2.9393, -0.7467, -0.1903], [-4.0581, -1.0400, -0.4877], [-5.3373, -0.8105, -0.2735], [-6.4610, -0.6330, -0.1035]]}



[3]
{"formula": "C20H35N5O6S2Se2W", "method": "the ωB97M-V functional and the def2-TZVPD basis", "lumo_ha": [-0.29280, -0.29274], "orbital_gap_ha": [0.1945, 0.1945], "total_charge": 2, "symbols": ["W", "C", "C", "C", "C", "C", "C", "C", "S", "O", "O", "N", "C", "C", "O", "O", "H", "H", "H", "H", "H", "H", "H", "H", "H", "N", "C", "C", "C", "N", "H", "H", "H", "H", "H", "H", "H", "H", "H", "H", "O", "C", "C", "C", "O", "C", "Se", "C", "Se", "H", "H", "H", "H", "H", "H", "H", "H", "H", "H", "S", "C", "N", "C", "C", "N", "H", "H", "H", "H", "H", "H"], "xyz": [[-0.5145, 0.1475, 0.6182], [2.2176, 7.4780, -1.4659], [1.3656, 6.2563, -1.2889], [1.1633, 5.3703, -2.3504], [0.3847, 4.2424, -2.1981], [-0.2009, 4.0046, -0.9544], [-0.0221, 4.8671, 0.1247], [0.7548, 5.9938, -0.0624], [-1.1195, 2.5738, -0.7510], [-1.1362, 2.2199, 0.7219], [-2.4162, 2.6585, -1.3499], [-0.2993, 1.2492, -1.1446], [-0.3514, 0.5828, -2.4294], [-0.0774, -0.8727, -2.0992], [0.4132, -1.6831, -2.8126], [-0.5305, -1.1464, -0.8433], [2.9355, 7.3488, -2.2733], [2.7528, 7.7215, -0.5497], [1.5888, 8.3356, -1.7162], [1.6221, 5.5738, -3.3093], [0.2298, 3.5651, -3.0289], [-0.4771, 4.6602, 1.0834], [0.8918, 6.6848, 0.7596], [0.4158, 0.9394, -3.1146], [-1.3402, 0.6840, -2.8890], [-1.6017, 0.8974, 2.7483], [-2.9915, 0.5704, 3.1588], [-3.9848, 0.8599, 2.0529], [-3.9274, -0.1690, 0.9449], [-2.7673, 0.0633, 0.0376], [-0.9896, 0.6568, 3.5216], [-1.5383, 1.9073, 2.6617], [-3.2392, 1.1490, 4.0503], [-3.0282, -0.4847, 3.4258], [-3.8331, 1.8669, 1.6501], [-4.9891, 0.8460, 2.4774], [-4.8360, -0.1335, 0.3425], [-3.8472, -1.1703, 1.3607], [-2.9658, 0.9402, -0.4462], [-2.7957, -0.6654, -0.6728], [1.3928, -1.9031, 5.6596], [2.0444, -2.3668, 4.4935], [1.3559, -1.6960, 3.2859], [1.9892, -2.2867, 2.0385], [1.4110, -1.6576, 0.9025], [1.6453, -0.2091, 3.4272], [1.2760, 1.0538, 1.9742], [-0.1306, -2.0454, 3.3968], [-1.2838, -1.8934, 1.8083], [1.7965, -2.2977, 6.4397], [1.9646, -3.4543, 4.3916], [3.1061, -2.0993, 4.4973], [1.8011, -3.3630, 2.0016], [3.0686, -2.1078, 2.0512], [1.7613, -2.0269, 0.0795], [2.7111, -0.0552, 3.5975], [1.1135, 0.2017, 4.2843], [-0.5967, -1.4990, 4.2143], [-0.2347, -3.1097, 3.6102], [2.6765, 0.2278, -1.1222], [3.5616, -0.0516, -2.5483], [4.7857, 0.4231, -2.7841], [5.3187, 0.0228, -4.0883], [4.1814, -0.8597, -4.6488], [3.1591, -0.7604, -3.6058], [5.2780, 0.9810, -2.1099], [6.2499, -0.5281, -3.9733], [5.5065, 0.8956, -4.7112], [4.4937, -1.8935, -4.7875], [3.8027, -0.4866, -5.5982], [2.2968, -1.2818, -3.6002]]}



In order of appearance, energy relative to the best compared isomer or geometry (same formula, charge and spin) = 59.3 4.7 29.1 kcal/mol.
In order of appearance, molar mass = 88.11 844.50 847.42 g/mol.